68
Properties=species:S:1:pos:R:3:forces:R:3:mulliken_charge:R:1 method="wB97M-V/def2-TZVPD" lumo_ev="-14.70 / -15.89" spin_multiplicity=2 homo_energy_ha="-0.742 / -0.742" total_charge=+4 e_tot_ev=-95474.059 gap_ev="5.49 / 4.30" s2=0.754
Hf -1.98030 2.21128 1.31654 7.973 -5.490 1.512 1.4204
Hf 0.58607 -2.03581 4.29320 -2.300 6.651 -7.373 1.6031
S 0.10748 -0.70696 0.94611 2.854 -0.187 -0.301 1.0624
O 1.38347 -0.02584 1.02240 0.747 -0.004 -0.046 -0.3923
O 0.01917 -1.50203 2.21319 -0.581 -1.637 1.853 1.0364
O -0.91002 0.35971 0.96772 -2.702 1.493 -0.886 1.1595
O 0.10617 -1.56532 -0.23557 -1.305 1.095 0.820 -0.3078
S 0.32705 1.66414 4.06133 6.201 4.642 6.649 1.5458
O 1.67171 1.99677 3.61347 -1.304 -0.130 -0.101 -0.8024
O -0.05218 2.32222 5.30436 -0.255 -1.439 -2.371 -0.5417
O -0.64086 1.92553 3.02727 -5.911 1.873 -6.142 -0.9221
O 0.41203 0.20762 4.29758 0.445 -7.490 1.044 -0.9528
C -4.27435 -1.63057 3.98881 -2.390 -0.268 0.660 0.6399
F -5.30055 -1.32022 4.87140 3.141 -0.731 -1.043 -0.1602
F -3.75467 -2.86865 4.18138 -0.678 1.957 0.088 -0.1740
F -4.84431 -1.54667 2.81242 0.287 -0.339 -0.905 -0.2069
S -2.88245 -0.30626 4.00245 -0.809 0.444 3.490 0.8450
O -3.16555 0.55674 5.10399 -0.035 -0.081 -1.201 -0.5158
O -1.69509 -1.13708 4.31960 2.103 -2.314 -0.406 -0.7672
O -2.79199 0.36442 2.67413 -0.405 1.055 -1.518 -0.8508
C -0.24389 -3.39382 -3.79957 0.837 -1.382 1.085 -0.5926
O 0.27349 -2.11725 -3.66316 -1.410 0.489 -0.951 0.0057
C -0.74508 -1.04384 -3.69534 0.715 1.473 0.442 -0.6145
C -0.10864 0.35925 -3.72778 0.684 -1.845 1.032 -0.7675
N 0.55794 0.69173 -2.41923 -2.170 0.597 -1.670 -0.0165
C 1.53024 1.75833 -2.64642 0.655 0.477 1.367 -0.7817
C 0.95406 3.08537 -3.06018 -0.478 0.536 0.020 -0.8390
O 0.31299 3.83958 -1.95383 -0.189 -1.115 -1.391 -0.4142
C -0.10505 5.17505 -2.25670 1.068 1.578 -0.248 -0.8925
H 0.50372 -4.15676 -3.58251 0.502 0.391 0.300 0.3374
H -0.52809 -3.73416 -4.79530 -0.430 0.682 -1.064 0.3811
H -1.11799 -3.55603 -3.16890 -0.521 0.336 -0.034 0.3891
H -1.29809 -1.18675 -2.76698 -0.210 -0.255 0.182 0.2976
H -1.42840 -1.05567 -4.54447 0.065 -1.135 -0.241 0.5583
H -0.93364 1.02093 -3.99172 0.111 0.206 0.076 0.4902
H 0.60434 0.33928 -4.55202 0.130 0.348 -0.174 0.4916
H 0.96345 -0.14981 -2.03520 0.387 0.332 0.001 -0.2729
H 2.26206 1.51021 -3.41517 0.110 -0.268 -0.003 0.6203
H 2.04989 1.90730 -1.69992 0.379 -0.079 -0.057 0.2666
H 0.26899 2.87446 -3.88134 -0.634 0.536 0.099 0.4275
H 1.75734 3.63894 -3.54637 0.045 0.471 0.481 0.5779
H -0.63611 5.40112 -3.18136 -0.017 -0.960 -0.296 0.3634
H 0.79506 5.78947 -2.27631 0.062 0.133 -0.155 0.3419
H -0.71449 5.63962 -1.48155 -0.084 -0.718 0.459 0.3106
O 2.55893 -1.54567 2.85122 -0.815 -1.250 2.255 -0.5380
H 2.38151 -1.11051 2.01733 -0.799 0.871 -0.862 0.2152
H 3.48797 -1.38267 3.01410 0.724 -0.019 0.618 0.3266
O 1.75741 -3.82931 0.27244 -0.350 -0.148 0.598 -0.6789
H 2.66672 -3.94668 -0.00252 0.520 -0.208 -0.057 0.3556
H 1.42018 -3.14117 -0.30114 -0.042 0.188 -0.002 0.2208
O 2.62276 -1.32609 -1.20489 0.515 -0.244 -0.590 -0.6599
H 1.79068 -1.63624 -1.56224 0.082 -0.186 -0.024 0.1585
H 2.38282 -0.87313 -0.39650 -0.019 0.288 0.244 0.5315
O -1.62308 -3.38378 0.36859 -0.276 -0.551 0.299 -0.6565
H -0.88707 -2.91191 -0.02110 -0.071 -0.071 -0.062 0.2217
H -2.39170 -2.86172 0.13856 -0.414 -0.077 -0.034 0.3404
O -1.73913 1.82873 -1.14676 -2.703 0.988 2.314 -0.4541
H -0.95386 1.46054 -1.55176 2.469 -0.926 -0.296 0.4004
H -2.33336 1.99115 -1.87938 -0.648 0.368 -0.220 0.3064
O 2.41645 2.42506 1.22160 -0.177 0.671 -1.842 -0.8010
H 2.32314 2.36772 2.17251 0.021 0.035 0.997 0.5462
H 2.21170 1.54458 0.90685 0.480 -0.386 0.122 0.2160
O 1.05058 -3.96480 2.84156 -0.853 1.391 3.453 -0.5496
H 0.94196 -4.91275 2.91801 -0.210 -0.766 0.436 0.3646
H 1.26227 -3.82112 1.91918 0.608 0.635 -2.176 0.3940
O 0.10472 3.05218 0.41336 -5.346 -0.728 2.074 -0.3764
H 0.28423 3.58778 -0.35938 -0.186 0.778 -2.146 0.5943
H 0.96925 2.79024 0.72992 2.802 -0.578 1.820 0.1359